(1)
13
Properties=species:S:1:pos:R:3:mulliken_charge:R:1 method="wB97M-V/def2-TZVPD" homo_ha=-0.3417 charge=0 e_above_lowest_ev=0.350 e_tot_ha=-534.51682
S 0.12898 1.41503 -4.28381 -0.27
H -0.88422 1.57755 -3.41989 0.12
C 0.54702 -0.71569 2.12653 -1.13
C -0.23447 -0.04774 1.02596 -0.23
N -0.19512 -0.87707 -0.19961 -0.55
H 0.60787 -0.06907 2.99899 0.33
H 1.58034 -0.88145 1.79948 0.30
H 0.13812 -1.66996 2.46227 0.34
H 0.27117 0.88509 0.78960 0.25
H -1.24858 0.17931 1.35506 0.27
H -0.34391 -1.84119 0.07638 0.21
H -0.93233 -0.57920 -0.82447 0.20
H 0.56512 2.62439 -3.90650 0.14



(2)
244
Properties=species:S:1:pos:R:3:mulliken_spin:R:1 method="wB97M-V/def2-TZVPD" spin_multiplicity=2 homo_ha="-0.2402 / -0.3558" charge=+1 s2=0.7696 e_tot_ha=-13933.58907
C 1.05647 -2.29140 2.54698 -0.02
N 1.68188 -0.96856 3.00447 0.12
C 0.99044 0.18149 2.81156 0.03
C 1.53680 1.36993 3.23027 0.05
C 2.80856 1.45968 3.80282 0.08
C 3.46926 0.24061 3.88923 0.07
C 2.98383 -1.00058 3.49599 0.02
C 3.35880 2.77761 4.29100 0.07
C 4.12634 2.85686 5.45939 0.05
C 4.65702 4.04086 6.00620 0.09
N 4.49726 5.16575 5.27855 0.17
C 3.74243 5.15938 4.17203 0.08
C 3.18023 4.00153 3.63218 0.03
C 4.93387 6.42930 5.77957 0.01
H 1.56989 -2.56322 1.62470 0.00
H -0.02097 -2.14853 2.46446 0.00
H 1.35104 -3.15109 3.14886 0.00
H -0.03906 0.00783 2.53518 0.03
H 0.96656 2.24380 2.95175 0.01
H 4.49908 0.24017 4.21461 0.01
H 3.56156 -1.88767 3.28219 0.01
H 4.57672 1.98376 5.90801 0.02
H 5.08870 4.01256 6.99577 0.01
H 3.48322 6.07770 3.66617 0.02
H 2.70601 4.18248 2.67888 0.02
H 4.06870 7.08067 5.65597 -0.01
H 5.86031 6.67117 5.25870 0.00
H 5.24740 6.34095 6.81975 0.01
C -2.62059 -5.28622 2.11944 0.00
N -2.25733 -4.20624 1.21924 0.00
C -2.82505 -2.96772 1.31987 0.00
C -2.30301 -1.90405 0.61979 0.00
C -1.21572 -2.07918 -0.27871 0.00
C -0.79944 -3.38293 -0.49766 0.00
C -1.27637 -4.41741 0.31968 0.00
C -0.53488 -0.88440 -0.87178 0.00
C 0.86496 -0.82637 -1.16659 0.00
C 1.55745 0.36361 -1.55688 0.00
N 0.80883 1.49094 -1.64913 0.00
C -0.48372 1.49928 -1.45921 0.00
C -1.17148 0.27718 -1.15706 0.00
C 1.49369 2.80629 -1.76122 0.00
H -3.31337 -4.87927 2.85602 0.00
H -1.80036 -5.83927 2.57710 0.00
H -3.27188 -5.99036 1.60165 0.00
H -3.49359 -2.88044 2.16358 0.00
H -2.77310 -0.94455 0.77721 0.00
H 0.10804 -3.54625 -1.05999 0.00
H -0.78949 -5.37946 0.38133 0.00
H 1.42131 -1.73762 -1.00379 0.00
H 2.61698 0.41250 -1.76032 0.00
H -1.00050 2.44293 -1.55335 0.00
H -2.17890 0.39962 -0.78760 0.00
H 2.40722 2.65128 -2.33526 0.00
H 1.67742 3.08551 -0.72373 0.00
H 0.80515 3.47252 -2.28099 0.00
C -1.93543 5.70205 -2.83302 0.00
N -3.26870 5.63430 -2.22491 0.00
C -4.05473 4.61640 -2.56787 0.00
C -5.36879 4.47435 -2.08410 0.00
C -5.81928 5.41645 -1.03908 0.00
C -4.86871 6.27723 -0.52574 0.00
C -3.67639 6.49684 -1.23592 0.00
C -7.20074 5.32423 -0.40623 0.00
C -7.34713 5.38417 0.92539 0.00
C -8.61523 5.08972 1.44497 0.00
N -9.70333 4.94398 0.72313 0.00
C -9.56506 4.91199 -0.62209 0.00
C -8.30529 4.99452 -1.21059 0.00
C -11.05767 4.86723 1.31822 0.00
H -1.51116 6.63747 -2.46822 0.00
H -2.06530 5.59817 -3.91026 0.00
H -1.34144 4.83960 -2.53059 0.00
H -3.67636 3.90544 -3.28743 0.00
H -6.01209 3.64810 -2.34842 0.00
H -5.15684 7.02372 0.19960 0.00
H -2.89318 7.13199 -0.84918 0.00
H -6.52662 5.31138 1.62387 0.00
H -8.72658 5.06626 2.51896 0.00
H -10.48199 4.70394 -1.15347 0.00
H -8.35295 4.84249 -2.27877 0.00
H -11.24253 3.82102 1.56189 0.00
H -11.92394 5.20068 0.74683 0.00
H -11.08464 5.40094 2.26823 0.00
C 1.36975 -4.22128 11.36160 0.00
N 0.42375 -4.76509 10.40577 0.00
C -0.70510 -3.98845 10.12799 0.00
C -1.57050 -4.38056 9.16913 0.00
C -1.47940 -5.67184 8.53005 0.00
C -0.41689 -6.40624 8.86458 0.00
C 0.53084 -5.95777 9.84799 0.00
C -2.45514 -6.03154 7.38738 0.00
C -3.86143 -5.73685 7.47135 0.00
C -4.72628 -5.98365 6.37739 0.00
N -4.33334 -6.71880 5.33523 0.00
C -2.99829 -7.14415 5.19974 0.00
C -2.02791 -6.65163 6.18891 0.00
C -5.30125 -7.02691 4.29695 0.00
H 1.16986 -4.55047 12.38129 0.00
H 1.25834 -3.13821 11.41290 0.00
H 2.41255 -4.51034 11.23079 0.00
H -0.96069 -3.28395 10.90564 0.00
H -2.49561 -3.82660 9.10829 0.00
H -0.12105 -7.26186 8.27569 0.00
H 1.42396 -6.51530 10.08860 0.00
H -4.26346 -5.13042 8.26948 0.00
H -5.73679 -5.61415 6.28386 0.00
H -2.69306 -7.58931 4.26429 0.00
H -0.98108 -6.90693 6.11558 0.00
H -4.70517 -7.30457 3.42764 0.00
H -5.74915 -6.05107 4.10928 0.00
H -5.95737 -7.84333 4.59870 0.00
C 7.69042 2.01001 -5.75845 0.00
C 6.79977 0.78251 -5.31834 0.00
C 6.94780 0.42624 -3.83179 0.00
N 6.08671 -0.80283 -3.34326 0.00
C 6.63098 -2.12181 -3.93394 0.00
C 5.93567 -3.54723 -3.56635 0.00
C 4.43511 -3.40125 -3.61331 0.00
C 3.87901 -1.95763 -3.16234 0.00
C 4.63857 -0.73541 -3.74911 0.00
C 6.32991 -0.90147 -1.81275 0.00
H 8.68112 1.89884 -5.31769 0.00
H 7.21589 2.88276 -5.30987 0.00
H 7.79818 2.16996 -6.83125 0.00
H 7.07071 -0.03832 -5.98236 0.00
H 5.75495 0.99080 -5.54869 0.00
H 6.52610 1.23906 -3.24052 0.00
H 7.98464 0.19811 -3.58477 0.00
H 6.61786 -2.03142 -5.02011 0.00
H 7.70568 -2.20001 -3.76961 0.00
H 6.32127 -4.21260 -4.33880 0.00
H 6.27350 -3.79450 -2.55996 0.00
H 4.08542 -3.49675 -4.64127 0.00
H 4.03217 -4.15457 -2.93638 0.00
H 2.80565 -1.92240 -3.34877 0.00
H 3.82882 -1.86835 -2.07716 0.00
H 4.66875 -0.69037 -4.83776 0.00
H 4.21934 0.20694 -3.39650 0.00
H 6.04539 -1.88556 -1.44032 0.00
H 5.80903 -0.13928 -1.23323 0.00
H 7.41014 -0.75988 -1.77877 0.00
C 1.06183 5.27294 -4.75217 0.00
C 0.90272 4.47928 -6.09139 0.00
C 2.17318 4.67462 -6.94488 0.00
N 2.20106 3.83838 -8.25859 0.00
C 3.58564 4.09843 -8.91340 0.00
C 4.70825 3.32008 -8.16238 0.00
C 4.52405 1.88125 -8.15236 0.00
C 3.08938 1.56053 -7.54361 0.00
C 1.96549 2.30879 -8.17448 0.00
C 1.12997 4.31485 -9.28830 0.00
H 1.95307 4.96272 -4.20668 0.00
H 0.10902 5.01684 -4.28885 0.00
H 1.04200 6.34913 -4.92400 0.00
H -0.00558 4.67956 -6.65969 0.00
H 0.57754 3.47769 -5.81002 0.00
H 3.01211 4.50607 -6.26968 0.00
H 2.26196 5.61356 -7.49133 0.00
H 3.74084 5.12339 -9.25025 0.00
H 3.47719 3.50460 -9.82099 0.00
H 4.89295 3.70534 -7.15960 0.00
H 5.68017 3.37142 -8.65313 0.00
H 5.33533 1.33330 -7.67311 0.00
H 4.73480 1.58510 -9.17997 0.00
H 3.24377 1.75120 -6.48158 0.00
H 2.97501 0.47773 -7.49285 0.00
H 1.02035 2.22816 -7.63755 0.00
H 1.87408 1.93376 -9.19385 0.00
H 0.15418 4.06942 -8.86912 0.00
H 1.30598 3.74391 -10.19997 0.00
H 1.18211 5.36255 -9.58443 0.00
N -1.85717 -1.39285 4.02038 0.00
S -1.89370 -2.79640 5.09746 0.00
O -2.58319 -3.98484 4.63808 0.00
O -1.90749 -2.54661 6.53150 0.00
F -0.35746 -3.24491 4.88456 0.00
S -3.22982 -0.67690 4.36098 0.00
O -3.47630 -0.15143 5.68571 0.00
O -4.39375 -1.12905 3.62307 0.00
F -2.74536 0.59447 3.42807 0.00
N -7.03402 -4.20972 5.05096 0.00
S -6.79743 -3.65665 3.42064 0.00
O -5.48795 -3.82811 2.76832 0.00
O -7.64332 -2.59845 2.89520 0.00
F -7.62007 -4.82328 2.73148 0.00
S -6.38925 -3.01110 5.61497 0.00
O -7.04900 -1.72344 5.48205 0.00
O -4.93372 -3.03588 5.74113 0.00
F -6.60584 -3.39618 7.12731 0.00
N 4.65971 2.31630 -1.36805 0.00
S 4.84575 2.93784 -0.01694 0.01
O 3.81141 3.68874 0.52311 0.00
O 6.24725 3.25738 0.45893 0.00
F 4.54187 1.54700 0.74791 0.00
S 4.98347 3.73386 -2.23967 0.00
O 6.44828 4.01949 -2.28172 0.00
O 3.98483 4.74826 -2.29489 0.00
F 4.86007 3.12327 -3.74651 0.00
N -1.02429 4.39821 -0.23933 0.00
S -1.80910 4.04682 0.94060 0.00
O -2.92432 4.83005 1.43100 0.00
O -1.21250 3.18895 1.91081 0.00
F -2.58638 2.93943 0.20740 0.00
S -0.16686 5.55894 0.72571 0.00
O 0.91679 5.01256 1.57564 0.00
O -0.84959 6.75680 1.13442 0.00
F 0.80895 6.03240 -0.51941 0.00
N -4.94443 0.05201 -0.76242 0.00
S -4.78912 -0.04088 -2.22264 0.00
O -5.92601 0.14508 -3.09698 0.00
O -3.71242 -0.91689 -2.69185 0.00
F -4.10369 1.44557 -2.43357 0.00
S -5.84486 -1.37707 -0.74876 0.00
O -5.31641 -2.71050 -1.09187 0.00
O -7.25123 -1.14892 -1.14041 0.00
F -5.90164 -1.61944 0.84758 0.00
N -0.90415 1.38322 -6.40572 0.00
S -1.88507 1.78745 -5.42649 0.00
O -1.40000 2.46591 -4.22468 0.00
O -3.21489 1.09132 -5.26205 0.00
F -2.37519 2.99715 -6.30162 0.00
S -0.05472 0.27583 -5.39385 0.00
O -0.79044 -0.51268 -4.49133 0.00
O 1.32353 0.60188 -4.98026 0.00
F 0.27872 -0.76557 -6.54412 0.00
N -1.59400 -8.44238 2.15477 0.00
S 0.05694 -8.66061 1.74751 0.00
O 0.66674 -8.04184 0.59096 0.00
O 0.57519 -10.00658 2.06508 0.00
F 0.71256 -7.78827 2.90523 0.00
S -2.08529 -8.66429 0.81405 0.00
O -1.86187 -9.93069 0.24090 0.00
O -2.10875 -7.49495 -0.10220 0.00
F -3.58663 -8.67618 1.28481 0.00
N 2.67631 -4.03350 -0.33257 0.00
S 4.07194 -3.58339 0.57726 0.00
O 5.38959 -3.77582 -0.08391 0.00
O 4.02532 -3.63004 2.05611 0.00
F 3.81741 -1.95297 0.24185 0.00
S 2.58548 -5.38674 0.32120 0.00
O 1.67457 -5.47111 1.44719 0.00
O 3.70230 -6.26490 0.19790 0.00
F 1.56351 -5.87951 -0.84201 0.00